C26H78BaBrN2O19 as an isolated structure, computed with ωB97M-V/def2-TZVPD.

Structure (ORCA input):
```
! RIJCOSX wB97M-V def2-TZVPD def2/J DEFGRID3
* xyz -1 1
Ba -7.12 -4.38 14.16
Br -4.72 -2.55 13.03
O -5.91 -2.36 9.95
O -2.40 -0.43 11.35
O -4.78 -8.14 15.84
O -7.50 -7.78 12.10
O -6.45 0.22 14.33
O -8.40 -3.76 11.60
O -8.50 -2.04 14.53
O -2.96 -7.16 10.37
O -7.81 -0.54 10.90
O -0.10 -1.24 10.40
O -6.71 -3.48 16.63
O -6.24 -6.10 11.95
O -6.71 -8.16 15.32
O -5.78 -6.40 15.05
O -7.33 -6.67 9.27
O -5.48 -1.06 16.68
O -0.84 -4.95 16.63
O -5.41 -7.99 11.99
O -0.83 -2.93 14.38
N -6.41 -7.29 12.00
N -5.74 -7.51 15.42
C -4.09 1.09 11.05
C -0.61 -1.75 15.17
C -9.52 -4.43 11.08
C -8.23 -4.01 18.35
C -8.17 1.04 9.30
C -10.48 -0.87 15.49
C -4.10 -1.53 16.68
C -2.27 -5.17 16.60
C -2.70 0.96 11.63
C -0.05 -3.22 9.12
C 0.13 -0.80 14.33
C -3.42 -0.73 17.83
C -9.84 -1.69 14.29
C -3.91 -2.83 8.94
C -10.75 -3.52 11.29
C -7.44 -5.19 7.39
C 0.05 -2.61 10.54
C -8.80 -0.16 9.96
C -6.65 -5.58 8.64
C -4.79 1.96 15.15
C -2.64 -6.17 12.49
C -5.08 -1.84 8.97
C -2.59 -5.64 17.99
C -5.40 1.09 14.02
C -2.39 -5.97 10.96
C -6.82 -4.33 17.79
H -0.39 -0.48 13.43
H -3.64 -5.93 18.02
H -4.70 0.25 11.37
H 0.62 -2.77 8.39
H -2.36 -4.89 18.75
H -10.01 0.02 15.90
H -3.08 0.21 17.41
H -4.05 -0.58 18.71
H -6.64 -4.66 9.23
H -7.24 0.82 8.77
H -1.36 -5.93 10.63
H -1.47 -2.65 13.72
H -3.16 -1.00 11.50
H -4.13 -3.88 9.17
H -5.60 2.54 15.59
H -8.49 -2.98 18.59
H 0.06 -4.30 9.22
H -2.81 -5.05 10.57
H -10.15 -1.21 13.37
H -2.63 1.22 12.69
H -6.85 -5.38 17.50
H -8.35 -2.96 11.08
H -10.34 -2.66 14.37
H -2.43 -5.87 15.78
H -5.69 -0.82 15.77
H 0.22 0.15 14.85
H -6.07 -4.05 18.52
H -9.69 -5.38 11.58
H -2.28 -5.32 13.08
H -11.62 -3.72 10.67
H -7.53 -6.01 6.68
H -9.69 0.16 10.50
H -3.71 -1.31 15.69
H -4.49 1.32 15.98
H -8.50 -4.63 19.20
H -3.34 -2.79 8.01
H -3.12 -2.63 9.66
H -11.13 -3.77 12.28
H -0.93 -0.94 10.77
H -5.45 -2.47 10.78
H -2.22 -7.07 12.93
H -4.60 0.40 13.77
H -2.06 1.75 11.25
H -8.85 -4.26 17.49
H -6.44 -0.48 13.67
H -4.86 -0.79 9.17
H -5.70 1.67 13.15
H -7.28 -6.30 10.15
H -5.51 -1.76 7.98
H 0.98 -2.89 11.02
H -10.64 -1.47 16.39
H -3.72 -6.14 12.59
H -2.80 -4.28 16.25
H -6.85 -4.41 6.92
H -11.47 -0.44 15.32
H -2.48 -1.25 18.06
H -3.93 2.53 14.78
H -4.15 -2.60 16.90
H -8.96 1.45 8.67
H -10.64 -2.43 11.32
H -5.60 -5.80 8.44
H -3.04 -6.83 9.47
H -0.85 -2.99 11.04
H -9.25 -4.51 10.02
H -2.00 -6.54 18.15
H -8.02 -1.22 14.64
H -0.23 -2.01 16.15
H -8.39 -4.72 7.64
H -4.03 1.12 9.96
H -0.71 -4.59 15.75
H -6.27 -2.67 16.90
H 1.19 -1.02 14.25
H -4.37 2.10 11.34
H -7.15 -0.93 10.32
H -7.96 1.69 10.15
H -8.94 -1.00 9.28
H -0.98 -3.20 8.56
H -1.56 -1.39 15.56
*
```

Mulliken atomic charge list, values in e, 99 entries:
1. Ba 0.37
2. Br -0.17
3. O 0.57
4. O -0.22
5. O -0.69
6. O -0.71
7. O -0.58
8. O 0.70
9. O 0.35
10. O -0.55
11. O 0.16
12. O -0.60
13. O 0.12
14. O -0.25
15. O -0.68
16. O -0.36
17. O -0.55
18. O -0.69
19. O -0.64
20. O -0.69
21. O -0.43
22. N 0.92
23. N 0.85
24. C -0.92
25. C 0.59
26. C 0.05
27. C -1.14
28. C -1.19
29. C -1.33
30. C 1.26
31. C 0.98
32. C -0.28
33. C -1.05
34. C -1.08
35. C -1.68
36. C 0.10
37. C -0.47
38. C -1.14
39. C -1.32
40. C 0.22
41. C -0.27
42. C 0.71
43. C -1.10
44. C -0.27
45. C 0.19
46. C -1.40
47. C 0.20
48. C 0.71
49. C -0.19
50. H 0.05
51. H 0.25
52. H -0.13
53. H 0.37
54. H 0.35
55. H 0.32
56. H 0.39
57. H 0.40
58. H -0.37
59. H 0.25
60. H 0.33
61. H 0.08
62. H -0.29
63. H -0.17
64. H 0.36
65. H 0.29
66. H 0.33
67. H -0.57
68. H -0.02
69. H 0.12
70. H 0.21
71. H -0.37
72. H 0.22
73. H 0.12
74. H 0.44
75. H 0.48
76. H 0.30
77. H 0.46
78. H -0.14
79. H 0.40
80. H 0.32
81. H 0.31
82. H -0.06
83. H 0.02
84. H 0.42
85. H 0.54
86. H -0.24
87. H 0.28
88. H 0.53
89. H -0.54
90. H 0.39
91. H -0.40
92. H 0.49
93. H 0.20
94. H 0.19
95. H -0.33
96. H 0.60
97. H 0.14
98. H 0.47
99. H 0.33

A 13-piece molecular cluster, C26H78O26 overall, computed with ωB97M-V/def2-TZVPD.

Values from the calculation:
* relative energy (zero: lowest compared OMol25 entry of this formula, charge and spin): 154.40 kcal per mole

Structure (ORCA input):
```
! RIJCOSX wB97M-V def2-TZVPD def2/J DEFGRID3
* xyz 0 1
O 0.57 1.45 1.34
O 3.81 5.07 -0.17
O 3.84 -3.63 -8.00
O 4.96 7.01 1.83
O -6.16 -3.84 -2.70
O 0.63 -1.05 7.05
O 2.38 2.50 5.67
O -2.63 3.62 -0.11
O 3.82 1.90 8.30
O -2.59 5.73 5.80
O 1.11 -1.41 -0.98
O 2.17 -3.39 -5.74
O -5.95 -1.90 -0.07
O 0.41 -9.08 -1.19
O 0.49 0.75 9.66
O -0.07 -6.00 -0.38
O 1.14 4.24 -5.08
O -1.00 8.10 5.11
O -1.82 -2.97 -5.42
O -0.95 5.39 -3.36
O -4.38 -6.32 4.45
O 3.94 0.78 -6.12
O 6.68 -0.46 -6.83
O -5.51 4.63 -0.38
O -4.77 -3.42 5.34
O -2.43 -0.95 -7.57
C 4.10 4.89 1.23
C -2.48 -3.23 -6.68
C 3.65 3.11 7.59
C 0.25 -7.94 -1.99
C -5.60 -4.01 -1.40
C -1.22 5.69 5.53
C -4.08 -5.15 3.72
C 5.22 0.93 -5.44
C -1.92 -2.29 -7.78
C 2.86 -4.57 -6.01
C 0.75 0.06 1.03
C -4.98 -2.69 -0.82
C -1.16 4.82 -4.58
C 0.54 -1.50 8.43
C -3.83 2.91 0.17
C -0.23 3.79 -4.94
C 3.16 -4.75 -7.46
C -0.64 -6.84 -1.37
C 3.62 3.01 6.09
C -5.08 3.34 -0.70
C -3.67 -4.00 4.60
C -0.20 -0.52 9.44
C 5.33 5.71 1.57
C -0.46 7.07 5.86
C 0.96 -0.07 -0.47
C 6.01 -0.32 -5.62
H -4.69 -4.62 -1.47
H -1.10 -0.25 8.90
H 0.47 -8.80 -0.27
H 2.22 -5.39 -5.68
H -4.04 2.84 1.23
H -3.53 -2.95 -6.62
H 0.00 -2.45 8.44
H 2.58 -2.72 -6.28
H 4.04 -3.66 -8.94
H 4.38 2.33 5.70
H -5.55 -4.09 -3.39
H 1.58 -1.60 8.72
H -1.79 -0.36 -7.97
H 1.22 -7.47 -2.16
H 3.20 5.08 1.82
H -1.20 5.62 -5.32
H -3.11 -3.31 3.97
H -3.63 1.87 -0.09
H 0.05 0.34 -0.92
H -5.92 2.66 -0.60
H 5.24 0.97 -4.35
H 0.57 6.82 5.62
H 4.26 7.17 1.19
H -2.16 4.40 -4.62
H 1.80 0.55 -0.77
H 2.14 -4.78 -7.86
H 0.00 1.27 10.31
H -3.03 6.12 5.05
H -0.42 -0.92 10.43
H 2.94 3.81 8.02
H 6.11 5.63 0.81
H 3.83 4.00 5.66
H -0.81 -6.10 -2.16
H 3.76 -4.72 -5.42
H 0.64 1.56 2.29
H -5.07 -3.98 6.06
H -6.61 -2.46 0.33
H 4.33 3.83 1.33
H -1.99 3.16 0.44
H 6.78 -0.40 -4.84
H -1.17 5.61 4.45
H 5.37 -1.19 -5.45
H 3.44 1.57 -5.92
H -0.89 4.80 6.06
H 5.84 5.23 2.40
H -4.87 -4.77 3.08
H -4.59 -2.13 -1.68
H 3.56 -5.74 -7.68
H -6.05 4.97 -1.10
H 5.77 1.81 -5.78
H 0.47 -5.29 -0.73
H 2.38 1.65 6.12
H -0.22 -8.17 -2.95
H 1.24 -1.66 6.63
H -2.06 -2.61 -8.81
H 0.87 -1.42 -1.91
H -0.84 -2.34 -7.65
H -0.87 -2.98 -5.50
H 2.97 1.65 8.68
H -3.00 -4.22 5.43
H -3.29 -5.38 3.00
H -0.11 -0.55 1.29
H -6.17 -4.52 -0.63
H 4.54 3.64 7.93
H -1.57 -7.27 -1.01
H 3.44 5.95 -0.19
H -1.31 8.79 5.71
H 1.60 -0.25 1.64
H -0.24 2.95 -4.24
H -4.14 -2.88 -0.15
H -1.11 4.73 -2.67
H 1.36 4.69 -4.25
H 5.96 -0.42 -7.46
H -0.48 3.36 -5.90
H -0.54 7.20 6.94
H -4.81 3.36 -1.75
H -2.35 -4.30 -6.86
H -4.21 -7.02 3.81
*
```

Mulliken atomic charge list, values in e, 99 entries:
1. O -0.47
2. O -0.45
3. O -0.51
4. O -0.47
5. O -0.53
6. O -0.53
7. O -0.44
8. O -0.48
9. O -0.52
10. O -0.56
11. O -0.51
12. O -0.42
13. O -0.52
14. O -0.52
15. O -0.51
16. O -0.53
17. O -0.52
18. O -0.50
19. O -0.45
20. O -0.50
21. O -0.51
22. O -0.47
23. O -0.53
24. O -0.53
25. O -0.56
26. O -0.51
27. C -0.62
28. C -0.41
29. C -0.56
30. C -0.15
31. C -0.28
32. C -0.36
33. C -0.14
34. C -0.25
35. C -0.19
36. C -0.44
37. C -0.35
38. C -0.28
39. C -0.43
40. C -0.41
41. C -0.33
42. C -0.27
43. C -0.45
44. C -0.52
45. C -0.22
46. C -0.42
47. C -0.50
48. C -0.40
49. C -0.22
50. C -0.30
51. C -0.23
52. C -0.46
53. H 0.11
54. H 0.29
55. H 0.30
56. H 0.31
57. H 0.34
58. H 0.24
59. H 0.31
60. H 0.29
61. H 0.28
62. H 0.26
63. H 0.31
64. H 0.32
65. H 0.30
66. H 0.23
67. H 0.33
68. H 0.29
69. H 0.32
70. H 0.27
71. H 0.18
72. H 0.31
73. H 0.28
74. H 0.24
75. H 0.31
76. H 0.27
77. H 0.25
78. H 0.27
79. H 0.28
80. H 0.32
81. H 0.35
82. H 0.30
83. H 0.22
84. H 0.29
85. H 0.29
86. H 0.27
87. H 0.27
88. H 0.31
89. H 0.30
90. H 0.29
91. H 0.28
92. H 0.37
93. H 0.27
94. H 0.18
95. H 0.25
96. H 0.29
97. H 0.30
98. H 0.20
99. H 0.26

C26H79AsF6N17O11 as an isolated structure, computed with ωB97M-V/def2-TZVPD.

Values from the calculation:
* relative energy (zero: lowest compared OMol25 entry of this formula, charge and spin): 139.67 kcal per mole

Structure (ORCA input):
```
! RIJCOSX wB97M-V def2-TZVPD def2/J DEFGRID3
* xyz -1 1
As 2.91 -2.11 -11.32
F 4.18 -0.88 -11.20
F 3.85 -3.13 -10.14
F 1.69 -3.32 -11.41
F 2.19 -1.40 -9.87
F 1.86 -1.09 -12.39
F 3.77 -2.77 -12.73
O 6.48 1.01 -13.06
O 4.43 -3.41 -16.01
O 0.31 -1.32 -16.83
O 5.48 0.05 -17.53
O 0.88 -4.33 -7.29
O 6.75 -2.54 -14.21
O -2.69 -0.66 -9.98
O 0.62 0.34 -6.14
O 7.68 -2.64 -6.95
O -1.36 -5.23 -9.83
O 7.71 -8.53 -11.76
N -0.62 -7.33 -10.18
N 0.78 3.16 -7.24
N 6.22 -2.14 -8.56
N 7.12 2.86 -11.91
N 5.00 -0.45 -14.91
N -0.85 -2.86 -12.34
N 3.83 -5.10 -14.64
N 1.83 -5.88 -4.83
N 5.51 -2.94 -6.67
N 6.46 -2.42 -12.06
N 0.23 -5.72 -11.32
N 4.15 -5.55 -16.58
N 8.04 -3.63 -12.74
N 1.45 -2.49 -15.28
N 5.11 2.06 -11.56
N -0.70 -2.24 -15.12
N 8.09 -5.15 -10.30
C -0.63 -6.02 -10.38
C 6.03 -6.16 -11.00
C 7.11 -2.82 -13.11
C 0.08 -6.91 -6.26
C -2.07 -2.11 -11.86
C 4.10 -4.59 -15.80
C 0.37 -2.01 -15.84
C -2.39 -0.07 -8.69
C 8.21 -9.24 -12.94
C 6.28 1.91 -12.24
C 3.94 -0.07 -15.86
C 7.49 -6.43 -10.62
C 1.53 -6.38 -6.15
C 1.10 -0.80 -5.54
C 8.32 -7.24 -11.67
C -1.92 -1.87 -10.36
C 4.57 0.82 -16.86
C 1.52 0.77 -7.19
C 2.76 0.65 -15.08
C 0.80 1.99 -8.01
C 1.12 -3.39 -8.23
C 1.86 -5.38 -7.22
C 6.54 -2.50 -7.40
C 6.24 0.79 -18.46
C 1.31 2.33 -9.37
C -3.43 -2.78 -12.41
H 0.81 -1.70 -6.07
H 5.53 -3.56 -5.88
H 3.94 -6.50 -16.31
H -0.23 1.73 -8.23
H -1.10 -3.66 -11.77
H 7.45 -10.01 -13.08
H 4.59 -2.76 -7.05
H -0.02 -7.77 -10.85
H 0.90 -6.43 -11.60
H 0.65 3.13 -9.72
H -4.19 -2.00 -12.43
H -3.24 -0.37 -8.08
H -0.12 -6.85 -7.33
H 4.30 -5.25 -17.54
H -0.01 -7.97 -6.03
H 8.44 -4.25 -13.42
H -2.18 -2.77 -9.79
H -1.23 -7.75 -9.49
H 2.74 -5.44 -4.90
H -0.16 -2.34 -11.82
H 8.04 -3.94 -11.78
H 5.22 -2.04 -8.72
H 3.75 -6.08 -14.43
H 4.55 -0.56 -14.02
H 1.94 -0.05 -14.90
H 1.24 -5.10 -4.54
H 9.37 -7.22 -11.38
H 7.46 -6.94 -9.65
H 0.55 -0.75 -4.60
H 0.18 -2.88 -8.43
H -1.58 -1.98 -15.53
H -0.88 -1.63 -10.18
H 5.14 2.78 -10.85
H 8.02 2.72 -12.36
H 3.46 -0.96 -16.28
H -3.46 -3.07 -13.45
H 6.73 3.75 -11.64
H 5.47 -7.09 -10.92
H 1.61 -2.86 -14.36
H -1.97 -1.10 -12.26
H 7.20 0.36 -18.73
H -3.78 -3.61 -11.79
H -0.65 -6.34 -5.69
H 1.44 -3.86 -9.16
H 2.80 -4.84 -7.14
H 2.57 0.98 -6.99
H 2.28 1.41 -15.69
H -0.67 -2.45 -14.13
H 3.11 1.00 -14.10
H 5.77 -1.70 -12.20
H 8.25 -6.66 -12.59
H 6.89 -2.05 -9.31
H 9.25 -9.57 -12.91
H 5.52 -5.39 -10.41
H 2.33 2.72 -9.33
H 2.17 -0.87 -5.35
H 3.81 -4.42 -13.90
H 0.41 -4.74 -11.49
H 6.51 1.79 -18.13
H 6.67 -2.78 -11.14
H 1.61 -0.13 -7.81
H 5.59 0.37 -14.86
H -2.38 1.02 -8.68
H 7.95 -4.94 -9.33
H 2.12 -7.30 -6.17
H 5.77 -5.64 -11.93
H 1.97 -5.76 -8.24
H -0.07 3.01 -6.72
H 1.50 3.09 -6.55
H 5.84 0.88 -19.47
H 5.02 1.67 -16.36
H -1.46 -0.37 -8.20
H 2.19 -2.08 -15.83
H 9.09 -5.16 -10.42
H 3.83 1.24 -17.55
H 1.80 -2.62 -7.87
H 1.29 1.48 -10.05
H 4.49 1.27 -11.60
H 8.09 -8.58 -13.80
*
```

Mulliken atomic charge list, values in e, 99 entries:
1. As 1.98
2. F -0.41
3. F -0.31
4. F 0.14
5. F -0.66
6. F -0.51
7. F 0.11
8. O -0.58
9. O -0.48
10. O -0.72
11. O -0.23
12. O -0.42
13. O -0.58
14. O -0.48
15. O -0.39
16. O -0.74
17. O -0.62
18. O -0.34
19. N -0.40
20. N -0.73
21. N -0.02
22. N -0.50
23. N 0.13
24. N -0.51
25. N -0.11
26. N -0.76
27. N -0.26
28. N 0.42
29. N -0.26
30. N -0.39
31. N -0.30
32. N -0.17
33. N -0.31
34. N -0.28
35. N -0.61
36. C 0.86
37. C -1.35
38. C 0.22
39. C -0.84
40. C 0.07
41. C 0.47
42. C 0.72
43. C -0.56
44. C -0.75
45. C 0.54
46. C 0.73
47. C 0.46
48. C 0.23
49. C -0.63
50. C -0.72
51. C 0.70
52. C -1.22
53. C 0.25
54. C -0.75
55. C 1.10
56. C -0.10
57. C -0.47
58. C 0.67
59. C -0.90
60. C -1.27
61. C -1.64
62. H 0.15
63. H 0.17
64. H 0.12
65. H -0.53
66. H 0.00
67. H 0.27
68. H 0.06
69. H 0.11
70. H 0.25
71. H 0.39
72. H 0.47
73. H 0.33
74. H -0.02
75. H 0.30
76. H 0.34
77. H 0.26
78. H 0.38
79. H 0.29
80. H 0.23
81. H -0.30
82. H 0.06
83. H -0.18
84. H 0.16
85. H -0.47
86. H -0.23
87. H 0.31
88. H 0.38
89. H 0.30
90. H 0.36
91. H 0.03
92. H 0.24
93. H -0.51
94. H 0.19
95. H 0.27
96. H 0.02
97. H 0.40
98. H 0.18
99. H 0.48

no.,frontier orbital gap (eV)
1,6.540
2,9.505
3,6.634